[1]
The following is a DFT calculation (the ωB97M-V functional and the def2-TZVPD basis) of a structure of composition C31H46N9O4P2Rb.

## Properties
2S+1 = 1
Net charge = 0
LUMO = -0.01 eV
Highest occupied orbital energy = -8.34 eV
ΔE to the lowest compared entry with this formula, charge and spin = 0.196 eV
Gap between HOMO and LUMO = 8.330 eV

Geometry (Å):
Rb: 0.122 0.085 0.654
N: 2.158 0.353 3.034
C: 2.906 1.577 3.341
C: 3.251 2.381 2.093
N: 2.081 2.797 1.332
C: 2.427 3.313 0.009
C: 3.042 2.329 -0.978
N: 2.126 1.243 -1.309
C: 1.287 3.801 2.050
C: -0.201 3.482 2.046
N: -0.524 2.367 2.947
H: 2.611 -0.457 3.435
H: 1.222 0.409 3.420
H: 2.339 2.197 4.038
H: 3.847 1.334 3.841
H: 3.866 3.251 2.390
H: 3.877 1.758 1.455
H: 1.504 3.696 -0.439
H: 3.114 4.174 0.098
H: 3.349 2.920 -1.851
H: 3.959 1.894 -0.574
H: 1.301 1.606 -1.779
H: 2.563 0.563 -1.919
H: 1.613 3.859 3.090
H: 1.455 4.797 1.617
H: -0.751 4.381 2.341
H: -0.500 3.252 1.019
H: -1.189 2.662 3.648
H: -0.984 1.607 2.457
C: -2.814 2.337 -0.740
P: -1.273 2.751 -1.655
C: -1.441 4.581 -1.671
C: -1.699 2.312 -3.392
C: -1.918 3.296 -4.357
C: -2.173 2.966 -5.679
C: -2.226 1.637 -6.062
C: -2.016 0.648 -5.113
C: -1.740 0.962 -3.784
P: -1.460 -0.362 -2.536
C: -0.621 -1.669 -3.517
C: -3.155 -1.071 -2.459
H: -3.703 2.635 -1.298
H: -2.797 2.880 0.208
H: -2.869 1.280 -0.479
H: -2.423 4.914 -2.012
H: -0.666 5.044 -2.281
H: -1.301 4.923 -0.643
H: -1.889 4.342 -4.085
H: -2.333 3.751 -6.407
H: -2.431 1.368 -7.090
H: -2.066 -0.389 -5.420
H: -1.216 -2.035 -4.354
H: -0.417 -2.504 -2.845
H: 0.334 -1.296 -3.891
H: -3.548 -1.267 -3.459
H: -3.826 -0.389 -1.938
H: -3.122 -2.006 -1.899
N: 2.027 -4.094 -0.749
C: 0.639 -4.077 -0.619
C: -0.049 -5.240 -1.001
C: -1.418 -5.271 -0.865
C: -2.076 -4.154 -0.360
C: -1.309 -3.057 -0.028
N: 0.022 -3.004 -0.155
C: 3.000 -3.197 -0.322
C: 4.320 -3.675 -0.244
C: 5.313 -2.809 0.150
C: 4.981 -1.494 0.469
C: 3.656 -1.126 0.359
N: 2.677 -1.946 -0.036
H: 2.393 -4.991 -1.015
H: 0.493 -6.096 -1.386
H: -1.969 -6.159 -1.144
H: -3.148 -4.136 -0.223
H: -1.776 -2.157 0.357
H: 4.544 -4.706 -0.485
H: 6.337 -3.154 0.217
H: 5.728 -0.782 0.789
H: 3.333 -0.121 0.600
O: -4.761 -2.637 4.373
C: -3.636 -3.157 4.809
O: -3.594 -4.002 5.675
C: -2.364 -2.660 4.201
C: -1.147 -3.180 4.573
N: -0.214 -2.528 3.861
N: -0.735 -1.624 3.021
C: -2.047 -1.685 3.215
C: -2.961 -0.801 2.385
O: -4.188 -0.922 2.583
O: -2.408 -0.050 1.553
H: -4.583 -1.944 3.643
H: -0.916 -3.948 5.291
H: 0.778 -2.683 3.859

[2]
The following is a DFT calculation (the ωB97M-V functional and the def2-TZVPD basis) of a structure of composition C31H47BClN8OS3Ti.

## Properties
2S+1 = 1
Net charge = +1
LUMO = -2.77 eV
Highest occupied orbital energy = -10.15 eV
ΔE to the lowest compared entry with this formula, charge and spin = 0.076 eV
Gap between HOMO and LUMO = 7.385 eV

Geometry (Å):
Ti: 2.220 1.639 1.911
C: 2.870 2.210 -3.503
C: 2.170 1.110 -2.775
C: 1.836 -0.077 -3.356
C: 1.187 -1.091 -2.612
N: 0.857 -0.890 -1.364
N: 1.179 0.271 -0.803
B: 0.653 0.558 0.649
N: -0.715 1.270 0.448
N: -1.449 0.892 -0.607
C: -2.645 1.388 -0.740
C: -3.174 2.288 0.225
C: -2.427 2.681 1.289
C: -2.907 3.636 2.331
C: -1.107 2.143 1.370
S: 0.003 2.571 2.587
C: -3.443 0.998 -1.973
C: -2.698 -0.060 -2.782
C: -4.812 0.449 -1.552
C: -3.636 2.256 -2.833
N: 0.395 -0.841 1.288
N: -0.846 -1.315 1.340
C: -1.018 -2.556 1.709
C: 0.090 -3.377 2.035
C: 1.362 -2.892 1.971
C: 2.574 -3.702 2.296
C: 1.492 -1.534 1.583
S: 2.991 -0.697 1.475
C: -2.439 -3.088 1.763
C: -2.534 -4.343 0.884
C: -3.423 -2.043 1.240
C: -2.778 -3.442 3.217
C: 1.838 1.256 -1.400
S: 2.269 2.618 -0.443
C: 0.868 -2.448 -3.216
C: 2.191 -3.133 -3.584
C: 0.103 -3.319 -2.220
C: 0.014 -2.259 -4.477
H: 3.039 1.940 -4.544
H: 3.829 2.431 -3.031
H: 2.283 3.128 -3.463
H: 2.081 -0.254 -4.396
H: -4.177 2.675 0.101
H: -3.930 3.948 2.130
H: -2.264 4.517 2.364
H: -2.860 3.176 3.319
H: -2.513 -0.956 -2.187
H: -1.732 0.311 -3.128
H: -3.296 -0.335 -3.652
H: -4.708 -0.419 -0.900
H: -5.370 0.146 -2.438
H: -5.410 1.198 -1.031
H: -2.674 2.659 -3.156
H: -4.168 3.038 -2.289
H: -4.219 2.013 -3.722
H: -0.078 -4.402 2.340
H: 2.301 -4.721 2.561
H: 3.119 -3.248 3.125
H: 3.257 -3.725 1.445
H: -2.282 -4.113 -0.153
H: -3.554 -4.729 0.910
H: -1.874 -5.141 1.227
H: -3.179 -1.767 0.213
H: -3.406 -1.135 1.843
H: -4.432 -2.457 1.263
H: -2.109 -4.206 3.616
H: -3.796 -3.830 3.273
H: -2.712 -2.561 3.857
H: 2.815 -3.275 -2.699
H: 2.759 -2.554 -4.314
H: 1.990 -4.112 -4.022
H: 0.691 -3.510 -1.321
H: -0.134 -4.274 -2.691
H: -0.828 -2.840 -1.914
H: 0.520 -1.657 -5.233
H: -0.937 -1.780 -4.238
H: -0.199 -3.231 -4.923
N: 2.637 4.199 3.692
C: 2.965 5.490 3.836
C: 3.312 5.961 2.590
C: 3.163 4.859 1.742
N: 2.755 3.790 2.417
H: 2.381 3.513 4.392
H: 2.932 5.969 4.800
H: 3.627 6.955 2.329
H: 3.332 4.800 0.679
Cl: 2.437 1.165 4.179
C: 5.405 1.766 2.654
O: 4.425 1.793 1.599
H: 6.387 1.991 2.242
H: 5.404 0.796 3.150
H: 5.122 2.535 3.367
H: 4.762 1.344 0.816

[3]
The following is a DFT calculation (the ωB97M-V functional and the def2-TZVPD basis) of a structure of composition C31H47Br2NO3P2PtS2.

## Properties
2S+1 = 2
Net charge = -1
<S²> = 0.756
LUMO (spin up / spin down) = 1.99 / 2.01 eV
Highest occupied orbital energy (spin up / spin down) = -3.33 / -3.66 eV
ΔE to the lowest compared entry with this formula, charge and spin = 0.651 eV
Gap between HOMO and LUMO (spin up / spin down) = 5.322 / 5.676 eV

Geometry (Å):
Pt: -0.105 -0.050 0.450
Br: -3.688 3.449 -1.842
C: -1.944 3.685 -1.137
C: -1.586 5.022 -0.879
C: -0.323 5.339 -0.495
Br: 0.108 7.170 -0.219
C: 0.655 4.338 -0.302
C: 1.995 4.578 0.058
C: 2.836 3.526 0.257
C: 2.326 2.223 0.163
N: 1.094 1.967 -0.186
C: 0.251 2.989 -0.479
C: -1.061 2.646 -0.956
O: -2.808 0.606 -1.233
H: -2.322 5.801 -1.023
H: 2.341 5.596 0.180
H: 3.868 3.683 0.539
H: 2.931 1.361 0.414
C: 1.024 3.235 4.639
C: 1.419 2.725 3.266
O: 1.376 1.304 3.200
P: 0.044 0.434 2.765
S: -0.192 -0.971 4.135
S: -1.338 0.947 -1.396
O: -1.065 1.632 3.020
C: -2.399 1.425 2.567
C: -3.117 2.757 2.578
H: 1.138 4.323 4.676
H: 1.662 2.785 5.402
H: -0.011 2.975 4.854
H: 2.453 3.007 3.049
H: 0.781 3.172 2.499
H: -2.890 0.702 3.225
H: -2.394 1.003 1.554
H: -3.139 3.176 3.586
H: -4.141 2.632 2.219
H: -2.607 3.466 1.920
C: 1.348 -5.288 2.575
C: 0.208 -4.428 3.110
C: -0.581 -3.780 1.957
C: 0.318 -3.511 0.733
C: 1.722 -3.154 1.242
C: 2.382 -4.395 1.864
P: -0.381 -2.159 -0.311
C: -2.162 -2.556 -0.568
C: -2.506 -3.967 -1.082
C: -3.998 -4.286 -0.868
C: -4.841 -3.018 -0.985
C: -4.500 -2.032 0.149
C: -3.051 -2.199 0.630
C: 0.306 -2.413 -2.032
C: 0.575 -3.865 -2.494
C: 2.057 -4.219 -2.386
C: 2.889 -3.364 -3.355
C: 2.288 -1.958 -3.526
C: 1.551 -1.527 -2.261
H: 0.945 -6.026 1.872
H: 1.825 -5.854 3.379
H: 0.617 -3.636 3.744
H: -0.469 -5.013 3.737
H: -0.999 -2.836 2.320
H: -1.411 -4.429 1.663
H: 0.388 -4.418 0.124
H: 1.614 -2.356 1.981
H: 2.355 -2.751 0.449
H: 3.144 -4.072 2.578
H: 2.898 -4.973 1.090
H: -2.424 -1.827 -1.346
H: -1.899 -4.723 -0.575
H: -2.270 -4.034 -2.147
H: -4.145 -4.717 0.127
H: -4.323 -5.042 -1.587
H: -5.906 -3.262 -0.973
H: -4.642 -2.551 -1.956
H: -5.179 -2.186 0.992
H: -4.633 -1.006 -0.201
H: -2.988 -2.990 1.384
H: -2.700 -1.280 1.098
H: -0.492 -2.002 -2.661
H: 0.270 -3.967 -3.542
H: -0.030 -4.578 -1.936
H: 2.215 -5.281 -2.589
H: 2.388 -4.048 -1.358
H: 2.947 -3.860 -4.329
H: 3.914 -3.287 -2.982
H: 1.580 -1.954 -4.362
H: 3.071 -1.241 -3.780
H: 1.241 -0.485 -2.315
H: 2.231 -1.594 -1.406

- Among the records above, which one has the lowest net charge?
  C31H47Br2NO3P2PtS2

- Among the records above, which one has the lowest net charge?
  C31H47Br2NO3P2PtS2

- Which value of net charge does entry 3 give?
  -1

- Number 2 is which compound?
  C31H47BClN8OS3Ti